Record 1
Below is C46H58GeN4O2PPtS2Si3 as an isolated structure, with properties calculated with the ωB97M-V functional and the def2-TZVPD basis.

Atoms and positions in Å:
Pt -0.442 -0.274 0.512
S -1.000 -1.596 2.569
C 0.515 -0.974 3.097
N 1.110 -0.120 2.315
C 2.311 0.332 2.849
C 3.200 1.224 2.254
C 4.362 1.543 2.927
C 4.649 0.983 4.177
C 3.777 0.092 4.774
C 2.606 -0.232 4.096
S 1.344 -1.338 4.569
H 2.978 1.644 1.281
H 5.063 2.236 2.480
H 5.566 1.249 4.684
H 4.004 -0.344 5.737
O -2.517 -0.201 -6.502
C -1.994 0.961 -5.901
C -1.825 0.714 -4.428
C -1.356 1.720 -3.589
C -1.232 1.451 -2.244
N -1.512 0.267 -1.704
C -1.900 -0.723 -2.506
C -2.103 -0.523 -3.869
C -1.985 -2.085 -1.903
C -2.440 -3.169 -2.638
C -2.372 -4.446 -2.102
C -2.800 -5.643 -2.919
O -3.714 -5.309 -3.939
C -1.852 -4.584 -0.824
C -1.446 -3.452 -0.141
N -1.516 -2.224 -0.655
H -2.649 -0.045 -7.442
H -2.657 1.823 -6.039
H -1.017 1.225 -6.323
H -1.101 2.699 -3.974
H -0.904 2.218 -1.556
H -2.444 -1.315 -4.515
H -2.856 -3.049 -3.626
H -3.178 -6.429 -2.261
H -1.913 -6.043 -3.418
H -4.610 -5.333 -3.590
H -1.769 -5.554 -0.351
H -1.059 -3.526 0.866
N 1.141 -0.523 -0.680
P 2.563 -1.294 -0.896
C 3.859 -0.074 -0.671
C 3.555 1.264 -0.927
C 4.543 2.227 -0.810
C 5.833 1.858 -0.449
C 6.140 0.525 -0.213
C 5.155 -0.445 -0.322
C 2.856 -2.717 0.154
C 2.389 -3.963 -0.274
C 2.511 -5.069 0.551
C 3.096 -4.939 1.803
C 3.555 -3.704 2.236
C 3.435 -2.592 1.418
C 2.570 -1.870 -2.597
C 1.488 -1.602 -3.427
C 1.503 -2.039 -4.743
C 2.603 -2.732 -5.227
C 3.690 -2.990 -4.400
C 3.679 -2.562 -3.084
H 2.548 1.539 -1.216
H 4.313 3.265 -1.009
H 6.605 2.610 -0.361
H 7.147 0.239 0.057
H 5.402 -1.482 -0.134
H 1.935 -4.069 -1.251
H 2.159 -6.034 0.213
H 3.200 -5.807 2.441
H 4.013 -3.604 3.211
H 3.794 -1.633 1.765
H 0.649 -1.039 -3.045
H 0.662 -1.831 -5.392
H 2.619 -3.071 -6.254
H 4.547 -3.526 -4.783
H 4.525 -2.772 -2.441
C 0.020 4.259 -0.412
Si -0.721 4.028 1.296
C 0.624 4.170 2.579
C -1.977 5.392 1.516
Ge -1.692 1.771 1.379
Si -4.067 1.595 0.528
C -4.483 -0.220 0.638
C -5.114 2.667 1.635
C -4.242 2.220 -1.218
Si -2.510 1.867 3.958
C -0.808 1.733 4.695
C -3.632 0.409 4.166
C -3.346 3.411 4.541
H 0.460 5.260 -0.445
H -0.732 4.214 -1.201
H 0.813 3.541 -0.630
H 1.255 5.032 2.351
H 1.258 3.286 2.611
H 0.212 4.326 3.576
H -1.450 6.342 1.392
H -2.441 5.407 2.499
H -2.765 5.358 0.763
H -4.745 -0.511 1.654
H -3.635 -0.828 0.314
H -5.333 -0.458 -0.006
H -5.258 2.215 2.615
H -6.101 2.782 1.181
H -4.691 3.663 1.768
H -3.892 1.505 -1.958
H -3.751 3.179 -1.388
H -5.315 2.370 -1.372
H -0.052 1.367 4.006
H -0.857 1.043 5.542
H -0.491 2.709 5.060
H -3.336 -0.466 3.594
H -4.659 0.680 3.920
H -3.606 0.140 5.228
H -2.783 4.320 4.347
H -3.397 3.293 5.630
H -4.361 3.535 4.174

Values from the calculation:
Highest occupied orbital energy (spin up / spin down), eV: -11.657 / -12.565
Multiplicity: 6
Orbital gap (spin up / spin down), eV: 7.1 / 5.3
Charge: +2
Energy above the lowest of the compared OMol25 structures with the same formula, charge and spin, kJ/mol: 0.0
LUMO (spin up / spin down), eV: -4.553 / -7.215
<S²>: 8.77

Record 2
Below is a 9-piece molecular cluster, C63H85N10O11PS overall, with properties calculated with the ωB97M-V functional and the def2-TZVPD basis.

Atoms and positions in Å:
C 6.561 -2.739 -0.134
C 6.545 -1.901 -1.504
O 6.187 -0.515 -1.330
C 4.750 -0.316 -1.353
C 4.319 0.845 -2.374
O 3.394 0.438 -3.404
C 2.015 0.470 -2.919
C 1.636 -1.022 -2.471
O 0.331 -1.464 -2.975
C 0.044 -2.640 -2.138
C -1.194 -3.501 -2.636
C -0.968 -3.742 -4.229
C 0.262 -4.718 -4.549
S -0.244 -5.763 -6.039
C 0.480 -4.787 -7.447
N 0.042 -3.488 -7.853
N 0.836 -3.075 -8.886
C 1.787 -4.119 -9.152
O 1.567 -5.195 -8.260
O -1.299 -4.846 -2.096
C -0.476 -5.090 -0.953
O -0.848 -6.403 -0.436
C 0.255 -7.328 -0.555
C -0.180 -8.651 0.292
O -1.640 -8.737 0.350
C -2.124 -9.823 -0.469
C -1.659 -9.731 -2.013
C -2.653 -2.834 -2.334
C -2.752 -1.283 -2.679
C -2.745 -0.962 -4.276
O -2.963 -3.205 -0.978
C -4.206 -2.745 -0.478
O -4.169 -1.404 0.131
C -3.996 -1.492 1.568
C -3.672 0.022 2.070
P -5.678 -2.785 -1.668
O -6.329 -1.226 -1.954
O -6.859 -3.873 -1.026
H 5.526 -3.120 0.162
H 7.207 -3.679 -0.301
H 7.073 -2.174 0.736
H 7.613 -1.959 -1.934
H 5.881 -2.423 -2.294
H 4.217 -1.315 -1.521
H 4.443 0.024 -0.291
H 3.984 1.762 -1.780
H 5.287 1.164 -2.917
H 1.909 1.137 -1.987
H 1.292 0.838 -3.717
H 2.490 -1.707 -2.807
H 1.603 -1.049 -1.317
H 1.046 -3.218 -2.160
H -0.129 -2.331 -1.038
H -0.800 -2.780 -4.806
H -1.926 -4.212 -4.669
H 1.134 -4.059 -4.906
H 0.606 -5.366 -3.682
H 2.613 -4.111 -9.934
H -0.655 -4.362 -0.080
H 0.627 -5.169 -1.249
H 1.154 -6.893 0.001
H 0.501 -7.607 -1.646
H 0.300 -9.604 -0.104
H 0.190 -8.480 1.370
H -3.271 -9.733 -0.479
H -1.879 -10.858 -0.021
H -2.416 -10.271 -2.666
H -1.470 -8.648 -2.320
H -0.636 -10.262 -2.080
H -3.335 -3.373 -3.097
H -1.936 -0.677 -2.131
H -3.740 -0.809 -2.315
H -3.286 -1.794 -4.860
H -3.286 0.033 -4.436
H -1.665 -0.816 -4.610
H -4.487 -3.441 0.402
H -3.153 -2.178 1.907
H -5.017 -1.742 2.018
H -3.886 0.750 1.199
H -4.353 0.349 2.930
H -2.566 0.170 2.320
H -7.027 -1.384 -2.636
H -7.669 -3.378 -0.739
C -4.045 2.990 7.057
C -3.133 1.955 6.911
C -3.564 0.779 6.316
N -4.818 0.581 5.875
C -5.680 1.599 6.032
C -5.345 2.813 6.610
H -3.745 3.926 7.517
H -2.109 2.059 7.250
H -2.887 -0.057 6.176
H -6.686 1.412 5.670
H -6.083 3.600 6.708
C -10.811 4.226 6.109
C -10.019 3.365 6.855
C -8.803 3.835 7.325
N -8.344 5.076 7.099
C -9.128 5.888 6.374
C -10.361 5.515 5.862
H -11.770 3.897 5.724
H -10.338 2.352 7.066
H -8.150 3.201 7.916
H -8.731 6.884 6.205
H -10.953 6.214 5.285
C 4.263 0.232 -6.513
C 3.865 1.546 -6.710
C 2.777 1.784 -7.535
N 2.086 0.818 -8.160
C 2.494 -0.445 -7.954
C 3.567 -0.787 -7.145
H 5.109 0.005 -5.874
H 4.386 2.367 -6.234
H 2.425 2.795 -7.718
H 1.920 -1.207 -8.472
H 3.850 -1.824 -7.013
C -1.285 3.697 0.914
C -1.322 2.765 -0.110
C -0.195 2.617 -0.901
N 0.933 3.327 -0.738
C 0.942 4.224 0.261
C -0.132 4.444 1.108
H -2.148 3.841 1.556
H -2.206 2.165 -0.291
H -0.175 1.897 -1.713
H 1.865 4.785 0.371
H -0.070 5.179 1.901
C 3.014 3.676 4.618
C 1.741 3.548 4.082
C 0.711 3.175 4.925
N 0.865 2.924 6.232
C 2.105 3.053 6.729
C 3.205 3.425 5.970
H 3.847 3.968 3.990
H 1.553 3.732 3.032
H -0.303 3.064 4.551
H 2.203 2.842 7.789
H 4.184 3.516 6.424
C 6.895 7.081 1.823
C 5.622 6.954 1.287
C 4.589 6.581 2.132
N 4.747 6.333 3.441
C 5.989 6.462 3.934
C 7.087 6.832 3.174
H 7.729 7.372 1.194
H 5.436 7.139 0.236
H 3.575 6.471 1.760
H 6.089 6.253 4.995
H 8.066 6.923 3.626
C -5.564 6.388 -1.277
C -4.773 5.905 -2.308
C -4.339 4.590 -2.241
N -4.636 3.756 -1.232
C -5.402 4.250 -0.246
C -5.888 5.547 -0.222
H -5.924 7.411 -1.294
H -4.499 6.534 -3.146
H -3.721 4.165 -3.025
H -5.625 3.555 0.557
H -6.504 5.891 0.599
C 10.324 -0.026 3.822
C 11.036 -0.342 2.674
C 10.400 -1.085 1.693
N 9.134 -1.522 1.788
C 8.469 -1.204 2.910
C 9.014 -0.463 3.947
H 10.787 0.555 4.613
H 12.061 -0.019 2.544
H 10.913 -1.355 0.776
H 7.449 -1.571 2.963
H 8.429 -0.235 4.829

Values from the calculation:
Highest occupied orbital energy, eV: -7.715
Multiplicity: 1
Orbital gap, eV: 8.0
SMILES: CCOCCOCCOC[C@@](CCSc1nnco1)(OCOCCOCC)[C@H](CC)O[C@@H](OCC)P(O)O.c1ccncc1.c1ccncc1.c1ccncc1.c1ccncc1.c1ccncc1.c1ccncc1.c1ccncc1.c1ccncc1
Charge: 0
LUMO, eV: 0.314

Record 3
Below is C4H9NO2 as an isolated structure, with properties calculated with the ωB97M-V functional and the def2-TZVPD basis.

Atoms and positions in Å:
C 1.721 -0.222 -1.352
C 1.674 -0.047 0.062
N 0.386 0.473 0.498
C -0.812 0.150 -0.309
C -1.984 0.106 0.669
O -3.191 -0.217 -0.034
O 2.641 0.021 0.772
H 1.513 0.660 -1.944
H 2.683 -0.618 -1.668
H 1.446 -1.194 -0.696
H 0.539 1.476 0.473
H -0.670 -0.858 -0.700
H -1.040 0.840 -1.120
H -1.823 -0.525 1.540
H -2.144 1.133 1.003
H -3.155 -1.171 -0.156

Values from the calculation:
Highest occupied orbital energy, eV: -9.378
Multiplicity: 1
Orbital gap, eV: 9.6
Charge: 0
Energy above the lowest of the compared OMol25 structures with the same formula, charge and spin, kJ/mol: 453.6
LUMO, eV: 0.252

Record 4
Below is C3H8OS2 as an isolated structure, with properties calculated with the ωB97M-V functional and the def2-TZVPD basis.

Atoms and positions in Å:
C 2.788 0.623 -0.125
C -2.562 -0.447 -0.310
C -1.561 0.539 0.277
H 4.427 -0.988 0.083
H 1.714 0.829 -0.211
H -3.587 -0.100 -0.138
H -2.462 -1.435 0.154
H -2.409 -0.565 -1.388
H -1.725 0.676 1.349
H -1.671 1.520 -0.187
H 0.142 -1.092 0.629
O 3.634 1.475 -0.121
S 3.094 -1.121 0.001
S 0.177 0.085 -0.015

Values from the calculation:
Highest occupied orbital energy, eV: -8.968
Multiplicity: 1
Orbital gap, eV: 9.5
Charge: 0
Energy above the lowest of the compared OMol25 structures with the same formula, charge and spin, kJ/mol: 150.8
LUMO, eV: 0.543

It is found that the max |F| values, taken in the order of the records, are 0.895; 5.477; 5.817; 3.954 eV/Å.